Entry 1:
ORCA calculation (ωB97M-V/def2-TZVPD) on a 2-piece molecular cluster, C4H13N3 overall at a distorted geometry.

Geometry as XYZ:
```
20
Properties=species:S:1:pos:R:3:lowdin_charge:R:1
C 2.6821 1.4832 0.0066 -0.150
N 1.6348 1.7107 0.9595 -0.073
N 0.4529 1.5263 0.5241 -0.133
N -0.5035 1.9855 1.2990 0.025
H 2.3330 1.0324 -0.9294 0.068
H 3.4360 0.8339 0.4579 0.068
H 3.1627 2.4436 -0.1952 0.069
H -0.3034 2.7189 1.9756 0.096
H -1.3217 1.4107 1.4133 0.075
C -1.7715 -1.3936 0.5546 -0.140
C -0.4782 -1.4333 -0.2554 -0.335
C -0.7630 -1.3262 -1.7472 -0.129
H -2.2860 -0.4474 0.3857 0.056
H -1.5517 -1.4762 1.6183 0.067
H -2.4410 -2.2028 0.2638 0.069
H 0.0321 -2.3786 -0.0554 0.096
H 0.1868 -0.5960 0.1137 0.071
H 0.1570 -1.3970 -2.3249 0.063
H -1.4256 -2.1230 -2.0843 0.068
H -1.2316 -0.3711 -1.9803 0.069
```

maximum force	0.0615	hartree/bohr
orbital gap	10.04	eV
E	-8827.119	eV
energy above the lowest of the compared OMol25 structures with the same formula, charge and spin	221.3	kJ/mol
multiplicity	1
lowest unoccupied orbital energy	1.17	eV



Entry 2:
ORCA calculation (ωB97M-V/def2-TZVPD) on C4H13N3 as an isolated structure at a distorted geometry.

Geometry as XYZ:
```
20
Properties=species:S:1:pos:R:3:lowdin_charge:R:1
C 0.1149 -1.5806 -1.3279 -0.052
C -0.2286 -1.3120 1.1873 -0.053
C 0.3170 -0.7341 -0.0951 -0.482
N 1.7885 0.6201 1.0993 -0.046
N 1.4858 0.0091 -0.1547 -0.115
H 2.4533 0.0345 1.6059 0.071
H 2.2877 1.4767 0.8771 0.066
H -0.9283 -1.8874 -1.4198 0.081
H 0.4063 -1.0274 -2.2218 0.086
H 0.3696 -2.1873 1.4636 0.095
H 0.7447 -2.4715 -1.2551 0.089
H -0.1887 -0.5879 1.9994 0.070
H -1.2665 -1.6217 1.0526 0.080
C -1.2579 1.0148 -0.4380 -0.217
N -0.7429 2.3538 -0.4452 -0.065
H -0.5673 2.7347 0.4739 0.065
H -1.2511 2.9927 -1.0413 0.058
H -1.8760 0.7842 0.4286 0.061
H -1.7984 0.7682 -1.3480 0.071
H 0.1379 0.6212 -0.4407 0.138
```

maximum force	0.0624	hartree/bohr
orbital gap	7.78	eV
E	-8824.254	eV
energy above the lowest of the compared OMol25 structures with the same formula, charge and spin	497.8	kJ/mol
multiplicity	1
lowest unoccupied orbital energy	1.06	eV



Entry 3:
ORCA calculation (ωB97M-V/def2-TZVPD) on one molecule with the formula C4H13N3 at a distorted geometry.

Geometry as XYZ:
```
20
Properties=species:S:1:pos:R:3:lowdin_charge:R:1
N -2.9880 -1.4029 1.2751 -0.046
C -1.6826 -1.5319 0.4869 -0.244
C -0.6330 -0.3597 0.8190 -0.212
N -0.2817 0.7185 -0.2618 -0.093
C 0.8713 0.2056 -1.0189 -0.284
C 1.8739 1.3239 -1.2284 -0.296
N 2.1739 1.9120 0.0945 -0.033
H -3.3822 -2.3193 1.2499 0.028
H -2.9710 -1.2489 2.2858 0.057
H -1.2037 -2.5102 0.8170 0.102
H -1.8020 -1.2488 -0.6901 0.136
H 0.3167 -0.9344 1.2058 0.117
H -1.0073 0.2346 1.7113 0.100
H -1.0183 0.6973 -1.0085 0.092
H 0.2826 -0.0272 -1.9888 0.129
H 1.3051 -0.6743 -0.5694 0.091
H 1.6518 2.1292 -1.9286 0.101
H 2.8408 0.8428 -1.6393 0.117
H 2.6524 2.8080 -0.0761 0.062
H 3.0015 1.3857 0.4645 0.076
```

maximum force	0.0724	hartree/bohr
orbital gap	9.82	eV
E	-8826.366	eV
energy above the lowest of the compared OMol25 structures with the same formula, charge and spin	294.0	kJ/mol
multiplicity	1
lowest unoccupied orbital energy	1.07	eV



Entry 4:
ORCA calculation (ωB97M-V/def2-TZVPD) on one molecule with the formula C4H13N3 at a distorted geometry.

Geometry as XYZ:
```
20
Properties=species:S:1:pos:R:3:lowdin_charge:R:1
N 2.0390 0.7931 1.4292 -0.011
C 0.7059 0.8496 1.8685 -0.307
C -0.3705 1.0312 0.7244 -0.169
C -0.4395 -0.1838 -0.1752 -0.446
N -0.9369 -1.3329 0.6194 0.019
C -0.8846 -0.0913 -1.6288 -0.257
N -0.2125 -1.0292 -2.5707 -0.023
H 2.3963 1.4930 0.8455 0.053
H 2.2646 -0.0566 0.9901 0.046
H 0.5898 -0.0318 2.5643 0.119
H 0.5540 1.7006 2.6310 0.120
H -0.0277 1.8621 0.0377 0.118
H -1.3494 1.3865 1.0508 0.102
H 0.6771 -0.4082 -0.2446 0.127
H -0.8605 -2.1367 0.0063 0.052
H -2.0029 -1.4503 0.7272 0.104
H -0.6863 0.8721 -1.9625 0.076
H -1.9703 -0.2202 -1.4926 0.124
H -0.6989 -0.7010 -3.4190 0.061
H 0.8186 -0.9605 -2.8131 0.093
```

maximum force	0.0598	hartree/bohr
orbital gap	10.01	eV
E	-8827.654	eV
energy above the lowest of the compared OMol25 structures with the same formula, charge and spin	169.6	kJ/mol
multiplicity	1
lowest unoccupied orbital energy	0.97	eV



> Which formula does entry 2 have?

C4H13N3



> The highest energy above the lowest of the compared OMol25 structures with the same formula, charge and spin belongs to which entry?

number 2